[1]
The following is a DFT calculation (ωB97M-V with the def2-TZVPD basis set) of C16H21N5O3S in the gas phase.

```
46
Properties=species:S:1:pos:R:3:forces:R:3:mulliken_charge:R:1
C -0.153 -1.905 -1.604 -0.6 0.0 -0.2 0.4787
H 1.563 -2.079 3.575 0.0 0.0 0.0 0.5802
C 0.073 0.402 -5.219 0.1 -0.1 0.0 -0.6578
H 0.857 0.176 -5.939 0.0 0.0 -0.1 0.3996
N -1.965 -2.680 -0.856 -0.9 -0.5 0.4 -0.7509
N -0.652 -2.747 -0.721 1.2 0.1 -0.1 -0.0644
N -1.186 -1.328 -2.272 0.8 -0.9 1.0 0.6932
C -0.164 0.668 4.539 0.2 -0.3 -0.1 0.4128
C -0.547 2.441 0.736 -0.1 0.2 -0.1 -0.9856
C 0.594 1.152 -3.997 -0.1 0.1 -0.1 -0.6575
H 1.203 -0.512 0.264 0.1 -0.3 0.1 0.0595
C 0.521 -0.541 4.634 -0.2 0.3 0.1 -0.8113
C -0.320 1.275 3.295 -0.2 0.2 0.1 -0.0085
H 0.631 -0.997 5.604 0.0 -0.1 0.1 0.4366
H 0.265 -1.554 -4.346 0.0 -0.1 0.0 0.2302
H 1.872 -3.672 -0.768 0.1 0.1 0.1 0.3821
C -1.221 -0.356 -3.329 -0.1 0.3 -0.4 -0.4684
C 0.891 -0.544 2.262 -0.1 0.1 0.1 -0.3390
C 0.203 0.675 2.160 0.2 -0.3 0.0 0.2991
H -2.287 -0.186 -3.503 0.2 0.0 0.0 0.4525
H -1.603 2.380 1.016 0.0 0.0 0.0 0.3945
H -1.230 -1.364 -5.274 0.0 -0.1 0.0 0.3548
H -1.222 1.784 -2.994 0.0 0.0 0.0 0.4690
C -0.533 -0.858 -4.610 -0.1 0.1 -0.1 -0.5684
C 1.041 -1.139 3.506 0.0 0.1 0.0 -0.3064
H 1.519 0.689 -3.653 0.1 0.0 0.0 0.1999
H -0.747 3.216 5.312 0.0 0.0 0.0 0.3149
N -2.301 -1.857 -1.756 -0.9 0.5 -0.6 -0.4905
H -0.853 2.206 3.212 0.0 0.1 0.0 0.4964
C 2.230 -2.658 -0.588 -0.2 -0.1 -0.1 -0.7566
O 2.239 -3.107 1.730 0.0 -0.2 0.2 -0.6710
H -0.702 0.986 -5.719 0.0 0.1 -0.1 0.2848
H -0.055 3.224 1.322 0.0 0.0 0.0 0.3901
S 1.527 -1.574 -1.857 0.4 0.1 -0.2 -0.1895
O 0.099 1.200 0.891 0.2 -0.4 0.3 -0.3551
H -0.469 2.687 -0.322 0.0 0.0 0.1 0.2401
H -2.266 2.303 5.067 0.0 0.0 0.0 0.3191
H 3.310 -2.631 -0.747 -0.1 0.0 0.0 0.4843
O -0.641 1.180 5.707 0.1 -0.2 0.0 -0.4748
N 1.383 -1.096 1.073 -0.1 0.6 -0.2 0.0134
H -0.105 0.915 -1.942 -0.1 0.0 0.1 -0.1502
C -1.362 2.386 5.679 -0.1 0.2 0.0 -0.8063
H -1.647 2.583 6.711 0.0 0.0 -0.1 0.2399
C -0.509 0.962 -2.952 0.1 0.1 0.0 -0.2082
H 0.788 2.203 -4.202 0.1 0.0 0.0 0.4165
C 1.934 -2.308 0.875 0.1 0.1 -0.4 0.6784
```
Forces are in eV/Å.

Properties
Charge   0
E   -1519.95072 Eh
SMILES   COc1ccc(NC(=O)CSc2nnnn2C2CCCC2)c(OC)c1
HOMO-LUMO gap   0.299 hartree
Energy relative to the best compared isomer or geometry (same formula, charge and spin)   363.2 kJ/mol
Multiplicity   1

***

[2]
The following is a DFT calculation (ωB97M-V with the def2-TZVPD basis set) of C16H21NO3S in the gas phase.

```
42
Properties=species:S:1:pos:R:3:forces:R:3:mulliken_charge:R:1
H -3.814 1.811 1.496 0.0 -0.1 0.1 0.3741
C 2.479 1.286 -1.622 -0.5 -0.1 -0.3 0.2412
H -2.031 0.233 -1.970 0.0 0.1 -0.2 0.3396
H 3.280 -0.244 3.420 0.0 0.0 0.1 0.4225
H -1.540 -1.309 0.594 0.0 0.1 -0.1 0.2906
H -4.205 1.320 -0.935 0.0 0.1 0.0 0.3013
C -3.608 -0.744 -0.849 0.0 0.3 -0.2 -0.7570
C 2.887 1.804 0.767 0.0 0.0 -0.1 -0.4770
C -1.148 -0.692 -0.221 0.0 0.1 0.0 0.0600
H 2.838 2.675 -2.872 -0.2 -0.2 0.1 0.3918
N 0.059 -1.370 -0.658 -0.2 0.2 -0.2 -0.0769
H 1.620 -3.594 -1.422 0.0 0.0 0.0 0.4617
H -0.041 1.137 -0.367 0.0 0.0 0.0 -0.2282
H 3.093 2.156 2.863 0.0 0.1 0.1 0.4061
C 2.955 -0.504 0.072 0.0 -0.1 -0.3 0.7378
C 0.605 -2.377 0.036 0.3 -0.2 -0.3 0.5596
C -2.171 -0.661 -1.361 -0.1 -0.3 0.2 -0.8861
C -3.244 1.047 0.962 -0.1 0.3 -0.2 -0.7577
C -4.116 0.532 -0.183 0.0 -0.3 0.2 -0.7064
H 2.384 -3.579 0.177 -0.2 0.0 0.0 0.4005
H -2.128 2.172 -0.478 0.0 0.1 0.0 0.3342
H 0.551 -0.966 -1.447 0.1 -0.1 0.1 0.2770
C 3.052 1.414 2.082 0.0 0.0 0.0 -0.6710
C -0.770 0.694 0.315 -0.1 0.0 0.0 0.0070
C -1.936 1.674 0.474 0.1 -0.1 0.2 -1.0228
H 3.241 -1.930 1.642 0.0 -0.1 0.0 0.3949
O 3.105 2.410 -1.978 0.4 0.5 0.0 -0.4757
H -1.987 -1.528 -1.999 0.0 0.1 0.0 0.3976
H -3.036 0.243 1.669 0.0 -0.1 0.2 0.3633
H 2.787 2.847 0.511 0.0 0.1 0.0 0.4344
C 3.130 -0.887 1.394 0.0 0.1 0.0 -0.5106
H -0.272 0.554 1.277 0.1 0.0 0.0 0.3586
O 0.140 -2.845 1.056 -0.1 -0.2 0.4 -0.6916
H -5.121 0.336 0.200 0.0 0.1 -0.1 0.3417
H -3.678 -1.573 -0.142 0.0 -0.1 0.0 0.3935
S 3.004 -1.703 -1.236 0.1 -0.3 0.0 -0.0955
C 3.158 0.067 2.394 0.0 0.0 0.0 -0.6405
C 1.877 -2.966 -0.568 0.3 0.2 0.1 -0.8379
H -4.269 -0.974 -1.689 0.0 -0.1 0.0 0.3482
H -1.621 2.447 1.179 0.0 0.1 -0.1 0.5506
C 2.816 0.850 -0.245 0.1 -0.1 0.3 0.2373
O 1.677 0.739 -2.339 0.0 0.2 -0.1 -0.5901
```
Forces are in eV/Å.

Properties
Charge   0
E   -1301.00527 Eh
SMILES   O=C(CSc1ccccc1C(=O)O)NC1CCCCCC1
HOMO-LUMO gap   0.332 hartree
Energy relative to the best compared isomer or geometry (same formula, charge and spin)   18.8 kJ/mol
Multiplicity   1

***

[3]
The following is a DFT calculation (ωB97M-V with the def2-TZVPD basis set) of C16H21NO4S in the gas phase.

```
43
Properties=species:S:1:pos:R:3:forces:R:3:mulliken_charge:R:1
C -3.796 -1.005 0.934 0.0 0.1 -0.1 -0.5299
H -0.551 2.605 1.680 0.0 0.0 0.2 0.4870
C 0.843 -0.504 0.673 -0.2 0.0 -0.2 -0.3694
C 1.215 2.604 -1.286 0.5 0.0 0.6 -0.9133
H 1.374 1.869 -2.067 0.1 0.0 0.0 0.3665
H -2.130 0.223 1.561 0.2 0.1 0.0 -0.1181
H -0.864 3.005 -0.759 0.3 -0.1 0.1 0.7154
H 0.448 -0.371 -2.677 0.0 0.0 -0.1 0.5723
H -3.243 -1.927 1.136 -0.1 -0.1 0.0 0.2715
C -1.884 0.857 -0.961 0.1 -0.3 -0.1 0.5172
H 2.176 -2.139 -2.539 0.0 -0.1 -0.1 0.4212
C -3.196 0.133 1.751 -0.2 -0.2 0.0 -0.6526
H 2.173 -1.786 1.720 0.1 -0.1 0.1 0.3985
O 3.261 -3.030 -0.453 -0.1 0.1 -0.3 -0.4751
H 3.237 -3.859 1.452 0.0 0.0 0.0 0.3206
C -0.036 2.346 -0.460 -0.6 0.2 -0.1 -0.1434
H 1.967 2.793 2.326 0.2 0.0 0.2 0.5102
H -2.405 -0.749 -2.217 0.1 0.0 0.0 0.3147
H -4.286 -1.563 -1.076 0.0 0.0 0.0 0.3524
O -2.603 1.827 -1.096 -0.4 0.2 0.0 -0.6864
H -4.356 0.179 -0.779 -0.1 -0.1 -0.1 0.3398
S 2.600 2.509 -0.096 0.1 0.1 0.0 1.0571
H -3.673 1.075 1.493 0.0 0.1 0.0 0.2852
C -2.380 -0.563 -1.141 -0.4 0.1 0.1 -0.0599
C 3.919 -3.378 0.743 0.1 -0.1 0.2 -0.8486
C 1.790 -1.671 -1.647 0.1 -0.1 0.1 -0.9534
C -3.791 -0.732 -0.570 0.1 -0.1 0.1 -0.8603
C 0.836 -0.684 -1.718 0.1 0.0 0.2 0.1080
C 1.549 2.663 1.349 0.3 0.0 -0.9 -0.7855
H -4.829 -1.164 1.250 0.0 -0.1 0.0 0.3439
O 3.235 1.219 -0.111 -0.2 -0.1 0.0 -0.5318
H -3.338 -0.049 2.815 0.1 0.0 0.1 0.4636
C 0.362 -0.080 -0.555 0.1 -0.3 0.1 -1.2714
H 4.695 -4.086 0.456 0.0 0.1 0.1 0.2487
O 3.453 3.657 -0.236 -0.1 0.3 0.0 -0.7074
C 2.306 -2.072 -0.412 -0.2 0.1 0.0 0.9376
C 0.285 2.572 0.998 -0.3 0.1 -0.1 -0.3134
H 0.467 -0.057 1.581 0.0 0.0 0.0 0.4422
C 1.808 -1.491 0.750 0.2 -0.3 0.0 -0.6584
N -0.565 0.995 -0.643 0.3 0.2 0.1 0.5217
H 1.239 3.610 -1.691 0.0 0.1 0.0 0.3802
H -1.693 -1.276 -0.687 0.0 0.0 -0.1 0.1630
H 4.379 -2.503 1.210 0.0 0.0 0.0 0.3398
```
Forces are in eV/Å.

Properties
Charge   0
E   -1376.15978 Eh
SMILES   CCCCC(=O)N(c1ccc(OC)cc1)[C@H]1C=CS(=O)(=O)C1
HOMO-LUMO gap   0.342 hartree
Energy relative to the best compared isomer or geometry (same formula, charge and spin)   93.0 kJ/mol
Multiplicity   1